(1)
{
  "formula": "C3H9BFNO4P",
  "method": "ωB97M-V/def2-TZVPD",
  "species": ["C", "C", "O", "B", "O", "P", "O", "F", "O", "C", "N", "H", "H", "H", "H", "H", "H", "H", "H", "H"],
  "positions_angstrom": [[-1.825, 2.419, -0.068], [-1.596, 1.019, -0.793], [-1.604, 0.029, 0.232], [-0.770, -1.077, -0.077], [-1.450, -2.310, -0.400], [1.162, -1.112, -0.055], [1.326, 0.553, 0.385], [1.268, -0.755, -1.756], [2.956, -1.266, 0.066], [3.277, -1.004, 1.320], [3.704, -1.065, 2.382], [-1.031, 3.159, -0.308], [-1.755, 2.238, 1.036], [-2.863, 2.775, -0.256], [-0.607, 1.099, -1.313], [-2.405, 0.882, -1.552], [-1.719, -2.648, 0.475], [1.132, -2.533, -0.307], [1.092, -1.424, 1.368], [1.709, 1.019, -0.378]],
  "nbo_charge": [-0.638, -0.064, -0.778, 0.900, -0.957, 1.255, -1.008, -0.649, -0.739, 0.582, -0.526, 0.204, 0.228, 0.188, 0.192, 0.156, 0.478, -0.136, -0.157, 0.468],
  "charge": -1,
  "spin_multiplicity": 1,
  "e_lumo_ev": 3.32,
  "homo_energy_ev": -4.97
}

(2)
{
  "formula": "C27H12BF15",
  "method": "ωB97M-V/def2-TZVPD",
  "species": ["F", "C", "C", "F", "C", "F", "C", "B", "C", "C", "F", "C", "F", "C", "F", "C", "F", "C", "F", "C", "C", "F", "C", "F", "C", "F", "C", "F", "C", "F", "C", "F", "C", "F", "C", "C", "C", "C", "C", "C", "C", "C", "C", "H", "H", "H", "H", "H", "H", "H", "H", "H", "H", "H", "H"],
  "positions_angstrom": [[-0.524, 5.474, 11.232], [-1.031, 4.691, 10.263], [-2.381, 4.750, 9.938], [-3.183, 5.524, 10.697], [-2.876, 3.996, 8.880], [-4.220, 3.936, 8.723], [-2.016, 3.333, 7.979], [-2.339, 3.093, 6.463], [-3.742, 2.607, 5.943], [-4.398, 1.436, 6.380], [-3.733, 0.546, 7.188], [-5.703, 1.118, 5.981], [-6.327, 0.008, 6.445], [-6.375, 1.926, 5.058], [-7.631, 1.624, 4.642], [-5.709, 3.018, 4.515], [-6.316, 3.742, 3.546], [-4.416, 3.313, 4.940], [-3.786, 4.349, 4.326], [-1.126, 2.788, 5.509], [-0.961, 1.522, 4.929], [-1.603, 0.433, 5.442], [-0.095, 1.303, 3.854], [0.009, 0.083, 3.292], [0.721, 2.337, 3.378], [1.582, 2.124, 2.360], [0.739, 3.542, 4.068], [1.663, 4.468, 3.731], [-0.114, 3.702, 5.163], [0.137, 4.753, 5.985], [-0.751, 3.034, 8.539], [-0.004, 1.978, 8.080], [-0.229, 3.761, 9.604], [1.030, 3.554, 10.044], [-2.092, -3.091, 7.723], [-1.103, -2.029, 8.246], [-1.728, -1.202, 9.404], [0.427, -2.294, 8.385], [1.214, -1.391, 9.145], [2.617, -1.496, 9.193], [3.273, -2.528, 8.511], [2.530, -3.318, 7.626], [1.122, -3.240, 7.594], [-1.887, -3.243, 6.661], [-2.120, -4.004, 8.329], [-3.112, -2.682, 7.707], [-1.028, -1.408, 7.382], [-1.466, -0.138, 9.275], [-2.824, -1.257, 9.446], [-1.407, -1.566, 10.404], [0.692, -0.636, 9.746], [3.188, -0.747, 9.764], [4.359, -2.669, 8.630], [3.058, -3.986, 6.942], [0.549, -3.945, 6.988]],
  "nbo_charge": [-0.269, 0.342, 0.223, -0.283, 0.479, -0.301, -0.532, 0.864, -0.492, 0.392, -0.302, 0.265, -0.285, 0.311, -0.278, 0.248, -0.284, 0.427, -0.312, -0.500, 0.393, -0.302, 0.261, -0.283, 0.315, -0.276, 0.243, -0.284, 0.440, -0.314, 0.427, -0.297, 0.246, -0.281, -0.604, -0.248, -0.615, 0.017, -0.240, -0.193, -0.234, -0.202, -0.234, 0.210, 0.208, 0.215, 0.213, 0.207, 0.217, 0.210, 0.215, 0.213, 0.216, 0.213, 0.215],
  "relative_energy_kcal_mol": 19.16,
  "smiles": "Fc1c(F)c(F)c(B(c2c(F)c(F)c(F)c(F)c2F)c2c(F)c(F)c(F)c(F)c2F)c(F)c1F.CC(C)c1ccccc1",
  "spin_multiplicity": 1,
  "e_lumo_ev": -2.02,
  "homo_energy_ev": -8.85
}

(3)
{
  "formula": "C2H9N3O",
  "method": "ωB97M-V/def2-TZVPD",
  "species": ["C", "N", "C", "N", "N", "H", "H", "H", "H", "H", "H", "H", "H", "H", "O"],
  "positions_angstrom": [[0.474, 1.573, 0.600], [0.267, 0.231, 0.083], [-0.279, 0.105, -1.194], [0.225, -0.972, -1.857], [-1.218, 0.902, -1.531], [0.307, 1.558, 1.679], [1.439, 1.971, 0.300], [-0.233, 2.285, 0.230], [1.130, -0.254, 0.206], [-0.309, -1.374, -2.612], [0.782, -1.670, -1.403], [-1.482, 0.796, -2.500], [-0.233, -1.597, 2.406], [0.038, -0.704, 3.558], [0.370, -1.495, 3.125]],
  "lowdin_spin": [0.072, 0.028, 0.217, 0.166, 0.019, 0.012, 0.018, 0.001, 0.067, 0.090, 0.131, 0.023, 0.039, 0.024, 0.092],
  "charge": -1,
  "relative_energy_kcal_mol": 0.00,
  "s2": 0.750,
  "spin_multiplicity": 2,
  "e_lumo_ev": [4.05, 3.87],
  "homo_energy_ev": [1.07, -4.97]
}

(4)
{
  "formula": "H14NO5",
  "method": "ωB97M-V/def2-TZVPD",
  "species": ["N", "H", "H", "H", "H", "H", "H", "O", "H", "H", "O", "H", "H", "O", "H", "H", "O", "H", "H", "O"],
  "positions_angstrom": [[0.830, -0.901, 0.189], [0.743, -1.896, 0.444], [1.101, -0.884, -0.795], [1.640, -0.562, 0.739], [-0.113, -0.496, 0.228], [0.222, 1.741, -2.257], [1.456, 2.345, -1.841], [1.041, 1.472, -1.818], [-1.071, -0.747, -2.589], [-1.946, -0.269, -1.457], [-1.023, -0.526, -1.639], [4.086, -0.546, 2.437], [2.790, -0.414, 3.223], [3.137, -0.471, 2.330], [-3.105, 1.941, -2.220], [-3.147, 1.661, -0.791], [-2.604, 1.445, -1.562], [-0.649, -0.623, 2.500], [-1.913, -1.379, 2.792], [-1.475, -0.890, 2.087]],
  "nbo_charge": [-0.883, 0.436, 0.467, 0.469, 0.489, 0.482, 0.476, -0.957, 0.489, 0.510, -1.005, 0.498, 0.485, -0.974, 0.488, 0.484, -0.957, 0.461, 0.494, -0.951],
  "charge": 1,
  "relative_energy_kcal_mol": 30.47,
  "spin_multiplicity": 1,
  "e_lumo_ev": -2.99,
  "homo_energy_ev": -14.66
}

(5)
{
  "formula": "ClH66O37",
  "method": "ωB97M-V/def2-TZVPD",
  "species": ["Cl", "O", "O", "O", "O", "O", "H", "H", "O", "H", "H", "O", "H", "H", "O", "H", "H", "O", "H", "H", "O", "H", "H", "O", "H", "H", "O", "H", "H", "O", "H", "H", "O", "H", "H", "O", "H", "H", "O", "H", "H", "O", "H", "H", "O", "H", "H", "O", "H", "H", "O", "H", "H", "O", "H", "H", "O", "H", "H", "O", "H", "H", "O", "H", "H", "O", "H", "H", "O", "H", "H", "O", "H", "H", "O", "H", "H", "O", "H", "H", "O", "H", "H", "O", "H", "H", "O", "H", "H", "O", "H", "H", "O", "H", "H", "O", "H", "H", "O", "H", "H", "O", "H", "H"],
  "positions_angstrom": [[0.277, 0.254, -0.518], [-0.890, 0.909, -1.097], [0.867, 1.131, 0.513], [-0.195, -1.021, 0.080], [1.272, 0.040, -1.585], [2.044, 0.362, 4.205], [1.432, 1.109, 4.081], [1.427, -0.343, 4.027], [-0.400, -5.455, 0.377], [-0.449, -4.766, -0.285], [-1.206, -5.402, 0.891], [5.434, 1.672, 1.255], [4.934, 0.864, 1.586], [6.334, 1.356, 1.092], [4.002, 3.392, 5.603], [3.422, 3.922, 5.042], [3.958, 2.547, 5.042], [-2.123, -0.043, 2.754], [-1.299, -0.493, 3.041], [-2.090, -0.075, 1.786], [-3.878, -2.160, 1.707], [-4.111, -1.491, 1.020], [-3.229, -1.764, 2.319], [0.816, -3.072, -4.184], [0.600, -3.849, -4.706], [0.253, -3.132, -3.381], [2.195, 4.987, 3.987], [1.740, 4.723, 3.147], [2.359, 5.938, 3.808], [-3.219, 0.239, -3.725], [-2.398, 0.386, -4.246], [-3.123, -0.487, -3.108], [-3.080, 3.307, -3.069], [-3.035, 2.381, -3.332], [-2.713, 3.848, -3.799], [-2.893, -4.793, 1.378], [-3.410, -5.051, 2.202], [-3.305, -3.887, 1.301], [6.647, -3.762, -0.321], [5.991, -3.386, -0.936], [6.400, -3.476, 0.578], [-6.127, 1.003, -2.970], [-5.233, 0.796, -3.323], [-6.427, 1.618, -3.657], [5.266, -2.561, 4.116], [4.907, -1.946, 3.480], [5.173, -1.978, 4.854], [-0.666, -3.294, -1.779], [-0.483, -2.511, -1.206], [-1.613, -3.383, -1.903], [-4.827, 2.554, -1.023], [-4.139, 3.066, -1.450], [-5.344, 2.134, -1.704], [0.175, 2.302, 3.329], [-0.744, 2.600, 3.301], [0.426, 2.418, 2.424], [2.383, -4.044, -1.299], [2.028, -3.775, -2.149], [2.251, -5.016, -1.483], [-1.567, 4.816, 0.027], [-1.471, 5.691, -0.299], [-1.750, 4.278, -0.780], [0.860, 4.834, 1.477], [0.092, 4.875, 0.887], [1.621, 4.739, 0.855], [1.415, 2.196, -3.553], [1.245, 1.545, -2.865], [2.302, 2.470, -3.291], [4.202, 2.963, -2.272], [3.966, 3.280, -1.409], [4.744, 2.177, -2.059], [-0.153, -0.231, -5.025], [0.319, -1.077, -4.998], [0.543, 0.474, -4.850], [2.727, -2.118, 1.003], [2.496, -2.988, 1.438], [2.522, -2.279, 0.094], [3.966, -0.367, 2.477], [3.323, 0.119, 3.066], [3.506, -0.847, 1.787], [0.158, -1.520, 3.028], [0.530, -2.392, 2.833], [0.441, -0.950, 2.311], [-5.356, -1.733, -2.129], [-4.805, -1.265, -1.503], [-5.965, -1.053, -2.396], [-3.338, -4.516, -1.361], [-4.045, -3.839, -1.279], [-3.266, -5.012, -0.536], [-3.174, -0.256, -0.289], [-2.375, -0.124, -0.851], [-3.536, 0.645, -0.311], [3.205, 3.219, 0.171], [2.501, 2.555, 0.228], [3.803, 2.954, 0.879], [-5.186, 1.213, 1.675], [-4.597, 1.580, 2.361], [-5.058, 1.745, 0.929], [-0.869, 4.370, -4.435], [-0.428, 4.962, -5.062], [-0.248, 3.696, -4.104], [1.501, -4.375, 2.113], [1.927, -5.112, 2.543], [0.915, -4.781, 1.387]],
  "mulliken_charge": [1.524, -0.748, -0.482, -0.399, -0.868, -0.696, 0.368, 0.361, -0.721, 0.297, 0.428, -0.668, 0.514, 0.273, -0.655, 0.388, 0.320, -0.695, 0.493, 0.189, -0.709, 0.218, 0.336, -0.661, 0.308, 0.409, -0.670, 0.425, 0.272, -0.654, 0.254, 0.215, -0.589, 0.320, 0.284, -0.716, 0.291, 0.458, -0.652, 0.321, 0.333, -0.724, 0.392, 0.320, -0.656, 0.382, 0.290, -0.576, 0.384, 0.186, -0.605, 0.268, 0.352, -0.645, 0.283, 0.248, -0.546, 0.262, 0.294, -0.689, 0.301, 0.331, -0.717, 0.346, 0.345, -0.628, 0.366, 0.302, -0.672, 0.422, 0.287, -0.611, 0.305, 0.323, -0.595, 0.228, 0.166, -0.702, 0.344, 0.454, -0.821, 0.234, 0.233, -0.645, 0.275, 0.311, -0.675, 0.276, 0.381, 0.436, -0.021, 0.168, -0.694, 0.384, 0.293, -0.601, 0.308, 0.281, -0.626, 0.257, 0.374, -0.589, 0.233, 0.403],
  "charge": -1,
  "relative_energy_kcal_mol": 7.10,
  "spin_multiplicity": 1,
  "e_lumo_ev": 1.76,
  "homo_energy_ev": -8.37
}

Number 1: M 183.89 g mol⁻¹. Number 2: M 632.17 g mol⁻¹. Number 3: M 91.11 g mol⁻¹. Number 4: M 108.11 g mol⁻¹. Number 5: M 693.94 g mol⁻¹.